Run a
The following is a DFT calculation (wB97M-V/def2-TZVPD) of a 8-piece molecular cluster, C27H54O11 overall.

Summary:
* 2S+1: 1
* E_LUMO: 0.003 hartree
* structure (SMILES): CCOC(C)=O.CCOC(C)=O.CCOC(C)=O.CC(C)=O.CC(C)=O.CC(C)=O.CC(C)=O.CC(C)=O
* frontier orbital gap: 0.34615 Eh
* molar mass: 554.7 g/mol

```
92
C27H54O11 wB97M-V/def2-TZVPD
O 21.6480 23.5790 47.1430
O 21.3470 31.0670 51.7090
O 24.4910 28.4070 45.9660
O 25.6880 24.2130 43.4930
O 17.8040 27.0330 46.6240
O 20.0960 29.8700 50.4210
O 17.1990 32.7140 48.6260
O 18.6740 23.0610 41.6600
O 19.9630 26.6980 46.2910
O 23.4830 23.4820 43.2850
O 20.3490 30.9720 44.7490
C 17.6250 22.9390 42.3390
C 16.3080 31.6380 48.8450
C 19.2900 31.2070 45.4030
C 21.2790 26.3380 44.4270
C 22.0340 23.5040 41.3170
C 18.1500 30.3270 45.2210
C 20.2600 22.3590 45.4430
C 23.5510 28.0810 46.7490
C 19.2820 23.2870 47.5650
C 19.8450 26.4700 44.8290
C 23.4620 26.8310 47.6290
C 17.1330 24.0850 43.2340
C 24.6070 23.0030 45.3180
C 23.4550 23.9090 41.9830
C 20.5130 23.2340 46.6770
C 20.2280 30.7500 51.1550
C 22.4690 29.1280 47.0930
C 14.8100 31.7260 48.9170
C 19.2290 27.1570 48.5940
C 16.6880 21.7290 42.1120
C 22.6360 30.4200 51.3900
C 19.0340 32.6180 46.0710
C 16.9590 30.2960 48.8240
C 23.6030 30.5840 52.5040
C 19.1360 31.6270 51.4290
C 18.9200 26.9750 47.0850
C 24.6850 23.6360 43.9380
H 24.4770 26.2280 47.2210
H 19.7980 32.6830 46.7140
H 22.0600 22.4600 41.1390
H 18.5560 26.6140 49.1220
H 22.1390 23.9380 40.3160
H 21.8300 25.2740 44.4620
H 23.9510 23.4310 46.1500
H 23.2310 30.2400 53.5830
H 18.3320 31.5820 50.7950
H 15.9840 24.1480 43.2360
H 16.1060 21.4030 43.0970
H 19.4970 27.4540 44.3840
H 18.7720 22.4320 48.0990
H 16.9630 29.5260 49.8340
H 18.5600 29.5590 44.4780
H 19.5070 32.6510 51.1070
H 21.2760 26.3410 43.3150
H 16.1850 21.7520 41.2540
H 22.1100 26.8930 44.9080
H 19.3010 24.0250 48.3680
H 24.2760 29.8820 52.2190
H 16.6300 30.0710 47.9850
H 22.6440 30.3050 46.8580
H 17.5440 21.1330 41.8810
H 17.9530 29.6060 46.0900
H 22.7800 30.6760 50.4990
H 14.5900 31.4350 50.1750
H 22.5850 26.3620 47.4110
H 24.2690 23.5270 41.3220
H 17.4720 23.9990 44.2370
H 14.4030 31.1530 48.2200
H 17.6440 25.1420 42.8670
H 18.9460 28.1650 48.6230
H 19.1190 25.6300 44.6040
H 19.1280 33.3200 45.4230
H 19.5740 22.9510 44.7070
H 23.8580 31.6480 52.6790
H 18.3310 23.9330 47.0870
H 23.2630 27.0990 48.7230
H 21.0770 23.7370 41.8830
H 23.5000 24.9260 42.0960
H 17.9370 32.8020 46.4540
H 21.8550 28.9280 47.9600
H 24.0920 22.1040 45.4810
H 14.6750 32.6900 48.7540
H 19.8130 21.2470 45.5430
H 25.7290 23.0280 45.5520
H 22.3020 29.3200 51.1630
H 21.5880 29.0510 46.4350
H 21.2230 22.0220 44.9370
H 20.5190 27.0380 48.7060
H 17.4560 30.9620 44.7970
H 19.1070 31.5090 52.5610
H 17.8170 30.5470 48.3300
```

---

Run b
The following is a DFT calculation (wB97M-V/def2-TZVPD) of a 9-piece molecular cluster, C27H54O11 overall.

Summary:
* 2S+1: 1
* E_LUMO: 0.008 hartree
* structure (SMILES): COC(=O)OC.CC(C)=O.CC(C)=O.CC(C)=O.CC(C)=O.CC(C)=O.CC(C)=O.CC(C)=O.CC(C)=O
* frontier orbital gap: 0.33835 Eh
* molar mass: 554.7 g/mol

```
92
C27H54O11 wB97M-V/def2-TZVPD
O 1.4762 4.9515 -0.1915
O -1.0541 -0.5315 0.5394
O 1.6535 -5.1667 3.7580
O 1.1793 -0.3631 0.7553
O -4.3389 -2.5223 -1.7758
O -1.4605 3.6936 -3.0676
O -2.3965 0.5895 -3.3497
O 4.8818 -2.7288 3.8667
O 0.3069 0.7092 -0.9132
O 2.7306 3.2501 2.9255
O -1.1404 -1.7200 3.4898
C -3.6593 4.6568 -2.7845
C 2.7650 0.8360 2.5905
C -0.0206 -4.4071 2.1488
C -2.4203 -3.5670 -0.7410
C 0.0330 -0.0745 0.1881
C -3.1135 2.2913 -1.8889
C 3.2702 4.6961 -1.7711
C 2.1191 2.2418 2.5865
C 6.1200 -2.3532 1.8286
C 3.9828 -1.0440 2.5251
C -1.9504 1.0503 -4.3734
C 1.8244 4.4545 -1.2700
C -2.7858 1.0259 -5.6522
C 1.1747 -1.0413 2.0618
C -2.2992 -1.3049 -2.0156
C -0.6954 0.9987 -1.8552
C 4.9478 -2.1377 2.7921
C -2.5232 -2.3631 1.6442
C -3.1407 -2.4597 -1.5492
C 1.9004 -2.8963 3.0465
C -2.7806 -3.3291 3.9923
C 0.8886 3.6033 -2.0655
C 0.6742 2.4613 2.1397
C -2.0832 -2.3856 3.0953
C 1.2407 -4.2918 3.0494
C -2.6243 3.5149 -2.6576
C -0.5495 1.6434 -4.4606
H 0.6309 -1.9854 2.0309
H -0.6761 2.7253 -4.4210
H -2.5375 -4.3559 3.7186
H 6.5997 -1.3831 1.6985
H 0.2732 -4.0970 1.1460
H -0.4841 -5.3834 2.0071
H 0.0591 3.2847 -1.4343
H 2.2589 -2.7190 2.0326
H 0.7803 -0.4309 2.8742
H -4.0232 1.9592 -2.3891
H 1.3763 2.6856 -2.3943
H 3.0432 -1.0967 3.0750
H -3.3064 2.6324 -0.8717
H -3.8642 -3.2596 3.8974
H -1.3139 -1.7390 -2.1856
H -4.1097 4.8524 -1.8114
H 0.4160 4.2338 -2.8187
H -3.7134 0.4723 -5.5065
H -3.0119 2.0138 -6.0536
H 1.1764 -2.1561 3.3870
H -0.7934 -3.7499 2.5475
H 0.3156 1.4338 2.0775
H 3.4051 4.1911 -2.7276
H 0.0361 1.2829 -3.6148
H 2.2176 -1.2260 2.3193
H -1.6857 -4.0542 -1.3821
H -2.1995 0.5282 -6.4246
H -3.2448 -4.2135 -0.4404
H 2.8199 0.4258 1.5821
H -2.6733 -0.6164 -2.7732
H -1.8162 -1.6954 1.1518
H 6.8010 -3.1049 2.2279
H 4.3700 -0.0922 2.8888
H 5.6592 -2.6180 0.8770
H 2.2114 0.2151 3.2949
H 0.2532 3.0501 2.9547
H -0.4418 1.8141 -2.5327
H -2.5027 -3.1507 5.0310
H -0.8773 0.1163 -2.4688
H -3.1933 5.5734 -3.1462
H -0.1319 1.2786 -5.3990
H -2.2004 -0.7829 -1.0638
H 3.4146 5.7617 -1.9498
H 4.0759 4.3345 -1.1322
H 3.7864 1.0081 2.9299
H 0.6590 3.0144 1.2006
H 2.7258 -3.0551 3.7405
H -1.6143 1.3348 -1.3750
H -3.4787 -1.8429 1.5774
H -1.9828 -3.1204 0.1518
H -2.5832 -3.3560 1.1985
H 3.7476 -0.9377 1.4661
H -2.3233 1.5408 -1.9096
H -4.4624 4.4785 -3.4995
```

---

Name the most stable of them. run a.